Entry 1:
Below is a cluster of 5 separate species, C11H24Br9O4P in total, with properties calculated with ωB97M-V/def2-TZVPD.

The geometry in XYZ format:
```
49
Properties=species:S:1:pos:R:3:forces:R:3:lowdin_charge:R:1
C 1.914877 0.680297 0.627096 0.0509 0.0153 0.0462 -0.1012
C 1.134569 -0.458084 1.295798 -0.0091 0.0281 0.0053 -0.2523
C 0.614515 -1.483911 0.287649 -0.0452 0.0140 -0.1395 -0.7403
Br -1.334372 -1.492742 0.177041 0.0051 0.0106 0.0188 0.7584
O 0.987019 -2.812378 0.575906 0.0465 -0.1015 0.1263 -0.2461
P 2.416544 -3.484857 0.326603 -0.0965 0.0316 -0.1040 0.3239
O 2.377589 -4.917722 0.559217 -0.0085 0.0120 0.0265 -0.2167
O 2.854592 -3.001649 -1.128276 0.0491 0.3288 0.1853 -0.0883
O 3.461957 -2.764851 1.275101 0.0131 0.0087 0.0012 -0.1076
H 1.276678 1.537349 0.415897 -0.0152 -0.0547 -0.1178 0.0229
H 2.376339 0.358830 -0.311196 0.0096 -0.0103 0.0248 0.0807
H 2.714424 1.035491 1.275374 -0.0558 0.0246 0.0286 -0.0018
H 0.296658 -0.058365 1.864175 0.0500 -0.0004 0.0533 0.0886
H 1.756448 -0.989289 2.019305 -0.0163 -0.0278 -0.0353 0.0905
H 0.918455 -1.222235 -0.726946 0.0262 -0.0044 0.0327 0.0798
H 2.137922 -2.715160 -1.705256 -0.0734 -0.3006 -0.0994 0.0754
H 3.599280 -1.821465 1.122187 0.0123 -0.0458 -0.1489 0.0233
Br -0.344361 3.979503 0.698566 -0.0237 0.0259 0.0193 0.6216
C -1.957624 2.892982 0.743754 0.0166 0.0189 -0.0057 -0.6836
C -2.161069 2.130097 -0.539026 0.0030 0.0317 -0.0550 -0.7288
Br -2.712513 3.287449 -1.996114 0.0201 -0.0248 0.0429 0.6002
H -2.777854 3.576267 0.941138 -0.0102 -0.0236 0.0200 0.0500
H -1.839276 2.208401 1.581008 0.0227 -0.0177 -0.0199 0.0550
H -2.952626 1.395017 -0.413348 -0.0092 0.0128 0.0039 0.0468
H -1.255042 1.625926 -0.860882 -0.0108 -0.0276 0.0223 0.0254
Br -6.384802 3.634080 -3.663358 0.0201 0.0151 0.0139 0.6007
C -6.474749 5.558841 -3.894363 -0.0260 -0.0372 0.0061 -0.7008
C -5.466799 6.060472 -4.894255 0.0672 0.0474 -0.0205 -0.6983
Br -3.657053 6.065546 -4.188474 -0.0302 -0.0280 -0.0148 0.5963
H -6.327291 5.999393 -2.913139 -0.0115 0.0145 -0.0083 0.0513
H -7.481672 5.772955 -4.245585 0.0021 -0.0052 -0.0025 0.0568
H -5.683610 7.093556 -5.156670 -0.0102 -0.0030 0.0087 0.0568
H -5.447753 5.450761 -5.792175 -0.0219 0.0144 -0.0068 0.0499
Br -2.345433 -8.060307 -1.450810 0.0243 0.0130 -0.0119 0.5936
C -0.445134 -7.749123 -1.169426 -0.0321 -0.0149 -0.0279 -0.6963
C -0.141115 -6.330761 -0.775175 -0.0479 0.0217 0.0296 -0.6828
Br -0.338212 -5.102948 -2.274222 0.0249 0.0804 -0.0001 0.6075
H 0.050166 -8.030382 -2.093533 0.0255 -0.0113 0.0216 0.0493
H -0.145442 -8.425046 -0.372070 -0.0115 0.0099 0.0108 0.0601
H 0.886855 -6.227839 -0.441069 0.0386 0.0020 -0.0089 0.0274
H -0.807971 -5.967242 0.000933 0.0062 -0.0095 0.0032 0.0587
Br 3.159004 3.081125 3.524994 -0.0194 -0.0511 0.0106 0.6373
C 4.061105 1.961732 4.829896 0.0006 0.0294 -0.0026 -0.6939
C 5.271793 1.274753 4.253443 -0.0586 0.0224 -0.0512 -0.6725
Br 4.776938 -0.180376 3.060185 0.0878 -0.0447 0.0821 0.6982
H 3.327083 1.248243 5.191546 0.0101 0.0082 0.0251 0.0520
H 4.358210 2.622084 5.641474 0.0195 0.0084 -0.0156 0.0596
H 5.860842 0.813782 5.042426 -0.0180 -0.0095 0.0061 0.0603
H 5.891912 1.951801 3.674655 0.0090 0.0040 0.0216 0.0529
```
Forces are in eV/Å.

The total energy comes out at -24242.10595 Ha. The SMILES is CC[C@H](Br)OP(=O)(O)O.BrCCBr.BrCCBr.BrCCBr.BrCCBr. For the gap between HOMO and LUMO, the calculation gives 10.157 eV. As for the charge: 0.

=====

Entry 2:
Below is the ion C7H13NO6P with charge -1, with properties calculated with ωB97M-V/def2-TZVPD.

The geometry in XYZ format:
```
28
Properties=species:S:1:pos:R:3:forces:R:3:lowdin_charge:R:1
C -1.369853 -2.041578 2.149147 0.2345 0.2711 -0.3129 -0.0616
C -1.304846 -1.165640 0.913251 -0.5763 -0.0513 -0.0476 -0.2324
O 0.057182 -1.079399 0.511842 0.1263 -0.2866 0.3989 0.0029
C 0.319963 -0.440181 -0.623241 -0.1002 -0.0709 -0.5412 -0.4793
O -0.542837 0.018474 -1.341938 0.0488 -0.0273 0.1081 0.0868
C 1.813747 -0.315044 -0.860342 0.1207 -0.2194 -0.3311 -0.3943
C 2.158859 -0.640320 -2.317043 -0.1881 -0.0378 0.2420 -0.0523
N 2.223640 1.021742 -0.536594 0.6368 1.0359 2.9005 -0.0531
P 2.410260 1.372913 1.318140 0.5355 -0.3179 -2.3772 0.4028
O 3.025134 0.179388 1.932001 -0.3670 -0.4285 -0.0341 -0.3443
O 2.986969 2.727510 1.467370 -0.3113 0.2775 -0.1269 -0.3556
C 0.591951 1.549294 1.759273 0.6144 -0.0941 0.5044 -0.5232
O -0.006448 1.121540 2.712966 -0.1281 -0.1231 0.1572 0.0474
O 0.042536 2.365235 0.851938 -0.4244 0.4506 -0.5940 -0.1041
C -1.300610 2.787582 1.035036 -0.2025 -0.1208 0.1989 -0.0624
H -0.743895 -1.600205 2.919117 0.0278 0.0035 0.1491 0.0762
H -2.395007 -2.108094 2.505606 -0.0956 -0.0199 0.0390 0.0716
H -0.999907 -3.037575 1.919563 0.0055 -0.1398 0.0343 0.0725
H -1.680509 -0.161088 1.132656 0.0635 -0.1056 -0.0699 0.1104
H -1.892296 -1.577052 0.080971 0.0794 0.0979 0.1678 0.1234
H 2.337727 -0.973244 -0.160600 -0.1020 0.0032 -0.1442 0.1301
H 1.388229 -0.235477 -2.971716 0.0057 0.0337 -0.0965 0.0679
H 3.111460 -0.178619 -2.562373 0.0937 -0.0239 0.0385 0.0714
H 2.227383 -1.714949 -2.471453 -0.0460 -0.1579 -0.1118 0.0680
H 1.644326 1.735529 -0.961803 -0.0604 -0.0256 -0.0381 0.0737
H -1.310145 3.876402 1.107164 0.0061 -0.0526 -0.0179 0.0876
H -1.700753 2.347324 1.952486 -0.0397 0.1104 -0.1509 0.0813
H -1.883236 2.464932 0.169761 0.0429 0.0195 0.0558 0.0882
```
Forces are in eV/Å.

The energy above the lowest of the compared OMol25 structures with the same formula, charge and spin comes out at 0.00 kJ/mol. The total energy comes out at -1122.25118 Ha. The SMILES is CCOC(=O)[C@@H](C)N[P@@](=O)([O-])C(=O)OC. For the gap between HOMO and LUMO, the calculation gives 8.417 eV. As for the charge: -1.

=====

Entry 3:
Below is a cluster of 2 separate species, C4H9O in total, with properties calculated with ωB97M-V/def2-TZVPD.

The geometry in XYZ format:
```
14
Properties=species:S:1:pos:R:3:forces:R:3:lowdin_charge:R:1
C -0.068345 -1.579382 0.684524 -0.7102 0.0246 -0.2633 -0.3342
O 0.713591 -1.951607 1.700803 -2.1052 0.5716 -2.4255 -0.0010
C 0.069748 -2.280903 -0.781289 3.4917 1.6348 2.0759 -0.0374
C 0.772803 -0.923383 -0.565978 -0.3721 -0.4578 -0.4010 -0.2003
C 0.167437 0.303485 -1.328905 -0.9792 -2.6707 1.1856 -0.0534
H -1.210043 -1.309991 0.742331 2.3004 0.0755 0.7406 0.1572
H -1.134759 6.363774 3.723367 0.2964 -0.1326 -0.3675 0.0002
H 0.489646 -3.270345 -0.728180 0.8258 0.1334 0.0509 0.0964
H -0.650526 -2.212722 -1.513038 -2.2770 0.2410 -0.8328 0.0630
H -0.677599 6.159761 3.157962 -0.2963 0.1326 0.3675 -0.0001
H 1.848548 -0.810378 -0.374117 -0.6161 -0.6325 0.3094 0.1278
H 0.506470 0.444411 -2.316759 1.6400 0.5901 -0.8327 0.0615
H -0.759179 -0.118448 -1.632033 -1.6712 0.0125 0.0758 0.0469
H -0.067795 1.185725 -0.768689 0.4731 0.4774 0.3170 0.0736
```
Forces are in eV/Å.

The energy above the lowest of the compared OMol25 structures with the same formula, charge and spin comes out at 217.68 kJ/mol. The total energy comes out at -232.87231 Ha. For the gap between HOMO and LUMO (spin up / spin down), the calculation gives 10.422 / 8.291 eV. As for the spin multiplicity: 2. As for the charge: 0.

=====

Entry 4:
Below is a cluster of 2 separate species, C5H12O3 in total, with properties calculated with ωB97M-V/def2-TZVPD.

The geometry in XYZ format:
```
20
Properties=species:S:1:pos:R:3:forces:R:3:lowdin_charge:R:1
C -1.558395 1.322017 0.069093 0.2855 -0.3085 1.2691 0.0642
C -2.309366 0.177486 -0.493519 0.1783 -0.1209 -0.0292 -0.0937
O -0.072243 0.531801 1.142731 -0.7665 0.4366 -0.9618 -0.0379
H 0.290349 1.113985 1.827709 -0.1351 0.1688 -0.0440 0.1074
H -1.277365 2.124242 -0.595236 0.4246 -0.1883 0.0667 0.1004
H -1.896616 1.667138 1.038534 -0.1699 -0.0023 -0.0252 0.0929
H -3.374432 0.450137 -0.498726 0.1030 0.0611 0.0666 0.0952
H -2.204031 -0.700475 0.144002 -0.0234 0.0328 -0.0248 0.0879
H -1.988367 -0.062403 -1.502201 0.0386 0.0169 0.0635 0.0821
C 1.767720 -0.842134 0.114061 -0.2889 0.0841 0.2783 -0.1630
C 0.855540 -2.039963 -0.118698 0.1155 0.0670 -0.0309 -0.0945
C 1.035585 0.495367 -0.027973 -0.0629 0.1799 -1.3733 -0.6969
O 1.937187 1.538632 0.338780 -0.2712 -0.2207 0.1991 0.0125
O 0.346036 0.704132 -1.092906 0.7181 -0.1523 0.5028 -0.1002
H 1.762730 2.249109 -0.291705 -0.0898 -0.1037 -0.0240 0.1013
H 2.231762 -0.880987 1.101182 0.0409 -0.0649 0.0025 0.1130
H 2.573259 -0.822521 -0.621697 -0.0412 0.0658 0.0035 0.1209
H 0.077593 -2.087497 0.642969 -0.0348 -0.0133 0.0117 0.0649
H 1.424823 -2.971657 -0.078767 -0.0445 0.0585 -0.0093 0.0693
H 0.378229 -1.966411 -1.097635 0.0237 0.0035 0.0586 0.0743
```
Forces are in eV/Å.

The energy above the lowest of the compared OMol25 structures with the same formula, charge and spin comes out at 327.44 kJ/mol. The total energy comes out at -423.32913 Ha. For the gap between HOMO and LUMO, the calculation gives 8.959 eV. As for the charge: 0.

=====

Entry 5:
Below is a cluster of 2 separate species, C4H10N in total, with properties calculated with ωB97M-V/def2-TZVPD.

The geometry in XYZ format:
```
15
Properties=species:S:1:pos:R:3:forces:R:3:lowdin_charge:R:1
C 1.617172 -1.106560 -2.398864 -0.8484 0.9409 0.4462 0.2140
C -0.013813 -0.315090 -0.661571 -0.0252 1.3934 1.0405 0.1482
C -0.397377 0.261230 0.502760 3.5308 -1.9860 -0.9327 -0.3516
C 0.470302 0.581441 1.782378 -2.1701 -2.0776 -2.3624 -0.0055
N -1.783790 0.567145 0.883054 -1.5231 -2.4972 -0.6968 0.2061
H 1.566168 -0.789723 -3.425064 -0.5119 0.7466 -0.1133 0.0343
H 2.494287 -0.818072 -1.897802 0.8567 -0.2077 0.8193 0.0079
H -0.696880 -0.530073 -1.429605 -1.1444 -0.1842 -0.6942 0.0134
H 1.016809 -1.936501 -2.185281 -0.0546 -1.3201 0.5207 -0.0061
H 0.402014 1.605199 1.945962 0.4559 1.9065 0.6457 0.0646
H 1.419246 0.171142 1.639850 1.7278 0.0439 -0.3773 0.0711
H 0.079159 0.006099 2.600895 -0.4994 -0.0525 0.6591 0.0850
H -1.542519 1.364002 1.389439 -0.9414 1.9924 1.7391 0.1172
H -2.214682 -0.205227 1.482436 0.7150 1.3954 -0.6269 0.2169
H -2.464282 0.799628 0.148913 0.4323 -0.0938 -0.0668 0.1844
```
Forces are in eV/Å.

The energy above the lowest of the compared OMol25 structures with the same formula, charge and spin comes out at 567.03 kJ/mol. The total energy comes out at -212.70438 Ha. For the gap between HOMO and LUMO (spin up / spin down), the calculation gives 9.799 / 8.158 eV. As for the charge: +1.